# 1
The following is a quantum chemistry calculation of a single C20H24N2O5S molecule, from OMol25.

Calculated values
LUMO in eV: 0.54
Energy above the lowest of the compared OMol25 structures with the same formula, charge and spin in kcal per mole: 53.4
Calculated total energy in Ha: -1660.399436
HOMO level in eV: -9.0
Frontier orbital gap in eV: 9.51

Geometry as ORCA input:
```
! wB97M-V def2-TZVPD RIJCOSX def2/J DEFGRID3
* xyz 0 1
C 3.89609 -0.32929 -0.67727
N 3.45494 -1.25091 0.33273
C 3.45392 -0.83261 1.70956
C 2.63986 0.40516 1.99734
C 1.42344 0.63568 1.36779
C 0.69012 1.77468 1.64806
C 1.15629 2.69968 2.56567
C 2.36659 2.47740 3.20012
C 3.10361 1.34194 2.91324
S 2.75717 -2.68442 -0.10908
O 3.34177 -3.07869 -1.35661
O 2.83806 -3.56598 1.01915
C 1.03184 -2.29657 -0.39067
C 0.09643 -2.59565 0.58486
C -1.21611 -2.21303 0.40785
C -1.59647 -1.52091 -0.74605
O -2.91151 -1.17345 -0.80665
C -3.38060 -0.46221 -1.93289
C -2.81111 0.95528 -2.08998
O -2.36181 1.31584 -3.16256
N -2.82408 1.75137 -1.00456
C -3.47789 1.50156 0.26178
C -4.60724 2.52574 0.44785
O -4.12138 3.84343 0.36622
C -3.50762 4.08286 -0.88110
C -2.34307 3.11748 -1.11587
C -0.65115 -1.23674 -1.72880
C 0.66316 -1.63367 -1.54410
H 3.18601 0.49214 -0.82541
H 4.00498 -0.89478 -1.59934
H 4.86595 0.08948 -0.39970
H 4.49001 -0.66323 2.03343
H 3.06351 -1.68382 2.27462
H 1.04758 -0.07996 0.65383
H -0.25190 1.93440 1.14348
H 0.58231 3.58776 2.78489
H 2.74025 3.19345 3.91697
H 4.04973 1.17805 3.40898
H 0.41721 -3.12566 1.46707
H -1.96912 -2.43299 1.14761
H -4.46681 -0.40695 -1.80875
H -3.16573 -1.00269 -2.86216
H -3.87201 0.49016 0.31251
H -2.74211 1.63326 1.06408
H -5.05529 2.42447 1.43737
H -5.37908 2.36116 -0.32078
H -3.15421 5.11425 -0.85539
H -4.24404 3.96960 -1.69108
H -1.92214 3.25171 -2.11249
H -1.56901 3.28437 -0.35963
H -0.91751 -0.70507 -2.62753
H 1.40893 -1.43249 -2.29618
*
```



# 2
The following is a quantum chemistry calculation of a single C2H3F2P molecule, from OMol25.

Calculated values
LUMO in eV: 0.73
Energy above the lowest of the compared OMol25 structures with the same formula, charge and spin in kcal per mole: 55.8
Calculated total energy in Ha: -619.018333
HOMO level in eV: -10.1
Frontier orbital gap in eV: 10.81

Geometry as ORCA input:
```
! wB97M-V def2-TZVPD RIJCOSX def2/J DEFGRID3
* xyz 0 1
F 1.63554 -0.63439 -0.37537
C 0.65136 0.32828 -0.11297
F 1.29267 1.46330 0.11487
C -0.47169 0.01126 0.74358
P -0.89763 0.23225 -1.11660
H -0.83177 -0.96744 1.13609
H -0.91484 0.71550 1.37827
H -0.46364 -1.14877 -1.76787
*
```



# 3
The following is a quantum chemistry calculation of a single C13H17N3O2S molecule, from OMol25.

Calculated values
LUMO in eV: 0.48
Energy above the lowest of the compared OMol25 structures with the same formula, charge and spin in kcal per mole: 84.9
Calculated total energy in Ha: -1218.446287
HOMO level in eV: -8.7
Frontier orbital gap in eV: 9.19

Geometry as ORCA input:
```
! wB97M-V def2-TZVPD RIJCOSX def2/J DEFGRID3
* xyz 0 1
C 0.01577 -2.08793 0.41313
O -0.85775 -1.70023 1.44644
C -2.23279 -1.82795 1.18229
C -2.87605 -0.72295 0.31762
C -2.67935 -0.87297 -1.20580
C -1.89083 0.36350 -1.63440
N -2.22254 1.35973 -0.62725
C -1.36599 2.52212 -0.61642
C 0.02656 2.22813 -0.15794
N 0.84216 1.32843 -0.61463
C 1.91989 1.42607 0.22412
C 3.06976 0.58713 0.10096
C 4.20228 0.58893 0.87109
C 5.12800 -0.38850 0.46635
C 4.68854 -1.11546 -0.59773
S 3.13509 -0.62479 -1.13326
N 1.76471 2.35206 1.13835
O 0.53102 2.87570 0.89857
C -2.30671 0.66179 0.64804
H 0.99899 -2.19062 0.87208
H -0.28193 -3.05145 -0.01708
H 0.07673 -1.34013 -0.38328
H -2.44540 -2.80838 0.72985
H -2.69453 -1.79789 2.17414
H -3.94553 -0.75046 0.53868
H -3.65026 -0.88578 -1.69989
H -2.15740 -1.79179 -1.46633
H -2.19503 0.73305 -2.61639
H -0.81225 0.15646 -1.66078
H -1.33367 2.93086 -1.63064
H -1.79010 3.27129 0.05799
H 4.34249 1.27181 1.68826
H 6.07840 -0.54638 0.94346
H 5.19016 -1.91662 -1.10339
H -2.94828 1.22776 1.32729
H -1.32419 0.53546 1.12650
*
```



# 4
The following is a quantum chemistry calculation of 2 unconnected molecules or ions with the total composition C4H11N3, from OMol25.

Calculated values
LUMO (alpha / beta) in eV: 0.50 / 0.85
Energy above the lowest of the compared OMol25 structures with the same formula, charge and spin in kcal per mole: 150.6
Calculated total energy in Ha: -323.066469
HOMO level (alpha / beta) in eV: -7.0 / -7.3
Frontier orbital gap (alpha / beta) in eV: 7.50 / 8.15

Geometry as ORCA input:
```
! wB97M-V def2-TZVPD RIJCOSX def2/J DEFGRID3
* xyz 0 1
C -0.02981 2.81910 0.60706
C -0.19363 -1.62599 0.18440
C 1.73961 -0.32329 -0.83534
C 0.42522 -0.89338 -0.95544
N -0.09412 1.80527 -0.11665
N -2.00531 0.66394 0.59936
N -1.12135 1.09802 -0.37807
H 0.87235 3.38839 0.77068
H -0.99820 3.22260 0.90449
H 0.42336 -2.49309 0.41451
H -0.17198 -1.06228 1.18456
H -1.24968 -1.86613 0.09097
H 2.61796 -1.09619 -0.72048
H 1.82793 0.34784 0.09722
H 1.94245 0.26861 -1.67122
H -0.12495 -0.81156 -1.90796
H -2.49684 -0.10946 0.23520
H -1.60247 0.43314 1.53298
*
```



# 5
The following is a quantum chemistry calculation of a single C31H40O2 molecule, from OMol25.

Calculated values
LUMO in eV: -1.17
Energy above the lowest of the compared OMol25 structures with the same formula, charge and spin in kcal per mole: 0.0
Calculated total energy in Ha: -1355.696086
HOMO level in eV: -8.5
Frontier orbital gap in eV: 7.35

Geometry as ORCA input:
```
! wB97M-V def2-TZVPD RIJCOSX def2/J DEFGRID3
* xyz 0 1
C -2.22560 -1.10122 3.26534
C -3.08612 -1.47207 2.09225
C -4.31824 -2.24586 2.46617
C -2.76111 -1.11060 0.85692
C -3.51290 -1.38691 -0.40634
C -2.60343 -2.03058 -1.46995
C -1.64195 -1.04365 -2.07946
C -2.20899 -0.25558 -3.22301
C -0.40305 -0.92614 -1.61600
C 0.68997 -0.04035 -2.12035
C 1.83942 -0.85595 -2.74669
C 2.47839 -1.74872 -1.71544
C 2.04263 -3.18465 -1.70795
C 3.35807 -1.24199 -0.85876
C 4.00585 -1.95225 0.28855
C 4.36587 -0.97130 1.41326
C 3.21775 -0.06732 1.78008
C 1.93269 -0.75244 2.12839
C 3.37445 1.25229 1.77743
C 2.32877 2.26904 2.15396
C 1.23843 2.43566 1.12907
C 1.48406 2.87145 -0.12612
C 2.85927 3.19834 -0.60731
C 0.40111 3.07425 -1.11705
O 0.62882 3.50128 -2.23539
C -0.97321 2.76124 -0.67526
C -2.03027 2.92623 -1.56362
C -3.32913 2.66441 -1.16457
C -3.58414 2.24328 0.13098
C -2.53961 2.07575 1.02302
C -1.22917 2.32615 0.62766
C -0.13002 2.12436 1.59288
O -0.34648 1.71793 2.72303
H -2.83397 -0.65360 4.05063
H -1.75479 -1.99199 3.68256
H -1.44672 -0.39725 2.98674
H -4.69813 -2.84132 1.64103
H -5.10673 -1.56223 2.78335
H -4.10073 -2.91097 3.29985
H -1.84797 -0.55066 0.70351
H -4.36152 -2.04509 -0.21973
H -3.90501 -0.44308 -0.79873
H -2.05652 -2.85244 -1.00364
H -3.23163 -2.44624 -2.26179
H -1.63686 0.64400 -3.42633
H -3.23705 0.03078 -3.00742
H -2.21717 -0.86831 -4.12567
H -0.10705 -1.55723 -0.78712
H 1.10219 0.52507 -1.27880
H 0.32120 0.67070 -2.85870
H 2.57563 -0.15362 -3.14355
H 1.44840 -1.44732 -3.57585
H 2.76538 -3.79396 -2.25229
H 1.97539 -3.58027 -0.69626
H 1.07461 -3.29528 -2.19068
H 3.63991 -0.20169 -0.96214
H 3.34025 -2.72692 0.67343
H 4.91972 -2.45331 -0.04771
H 4.66665 -1.54343 2.29648
H 5.22039 -0.36483 1.10526
H 2.12953 -1.67548 2.67069
H 1.38848 -1.00622 1.21817
H 1.29229 -0.12087 2.73638
H 4.34101 1.65922 1.51099
H 2.81839 3.23605 2.29896
H 1.85468 1.98553 3.09708
H 2.79758 3.68895 -1.57603
H 3.44532 2.28675 -0.71410
H 3.37520 3.84659 0.09916
H -1.81185 3.26858 -2.56439
H -4.14309 2.79492 -1.86265
H -4.59696 2.04457 0.44849
H -2.72060 1.74784 2.03508
*
```



# 6
The following is a quantum chemistry calculation of 2 unconnected molecules or ions with the total composition C23H25B2NO12P2S2, from OMol25.

Calculated values
LUMO in eV: -3.40
Calculated total energy in Ha: -3377.915169
HOMO level in eV: -8.6
Frontier orbital gap in eV: 5.18

Geometry as ORCA input:
```
! wB97M-V def2-TZVPD RIJCOSX def2/J DEFGRID3
* xyz 0 1
C 0.08506 0.47313 6.18828
C 0.41627 0.06175 4.91631
C -0.66556 -0.16047 3.77759
N -0.22138 -1.19172 2.80703
C 0.30280 -0.84377 1.56797
C 0.48522 0.63439 1.10733
C -0.94376 1.21475 0.71967
C -1.11234 1.57472 -0.78371
C -0.04403 1.96623 -1.69686
C -0.40651 2.31112 -3.08296
C -1.77604 2.30095 -3.58172
C -2.85618 1.88957 -2.67501
C -2.49949 1.54313 -1.30872
C 0.73039 -1.86523 0.58178
S 1.37636 -1.45803 -1.06887
C 0.64151 -3.30773 0.92842
C 1.10975 -4.44183 -0.03053
O 1.79471 -5.32474 0.38514
O 0.80548 -4.46010 -1.40158
P -0.83474 -4.69118 -1.70920
S -1.87122 -5.31277 -0.18819
C 0.08733 -3.62577 2.25723
P -0.12361 -5.41871 2.81326
O 0.72853 -5.77016 3.99787
C -0.31483 -2.53298 3.16327
B -0.87068 -3.02666 4.61983
O 0.00996 -3.25470 5.67999
C -2.44971 -3.25156 4.89891
C -3.40728 -2.39285 3.97151
H -0.61763 1.33702 6.29041
H 0.47270 -0.07324 7.08563
H 1.50929 -0.11313 4.70747
H -0.79714 0.84592 3.29200
H -1.67682 -0.40172 4.20549
H 0.84081 1.19740 2.02254
H 1.27958 0.76720 0.33910
H -1.20814 2.05149 1.42788
H -1.70265 0.40302 0.94021
H 1.01112 2.00698 -1.34893
H 0.40007 2.64175 -3.81390
H -2.07120 2.58842 -4.61995
H -3.93025 1.86827 -2.97460
H -3.32529 1.25572 -0.60604
H 0.33060 -1.03312 -1.86469
H -1.39885 -3.52864 -2.33156
H -0.88337 -5.71882 -2.70699
H -1.52349 -5.52202 3.13322
H 0.10511 -6.33826 1.75704
H -0.56234 -3.50905 6.43032
H -2.70799 -3.00163 5.97017
H -2.71927 -4.33975 4.74391
H -4.42711 -2.87504 4.01001
H -3.09941 -2.42441 2.89120
H -3.57075 -1.33932 4.34069
B 3.24098 5.50958 -6.16855
O 2.85886 6.90408 -5.88010
C 2.67093 7.51875 -7.04834
O 2.34968 8.66887 -7.17009
C 2.92165 6.55321 -8.15465
O 2.83909 6.78416 -9.32957
O 3.25687 5.37123 -7.63618
O 4.56366 5.19288 -5.59180
C 4.39862 4.18265 -4.74552
O 5.27871 3.67625 -4.10150
C 2.96136 3.78823 -4.72696
O 2.47468 2.90477 -4.06346
O 2.28131 4.56149 -5.55797
*
```



# 7
The following is a quantum chemistry calculation of a molecular structure, CH3NO2S2, from OMol25.

Calculated values
LUMO (alpha / beta) in eV: -1.87 / -1.87
Energy above the lowest of the compared OMol25 structures with the same formula, charge and spin in kcal per mole: 108.9
Calculated total energy in Ha: -1041.317778
HOMO level (alpha / beta) in eV: -10.2 / -10.2
Frontier orbital gap (alpha / beta) in eV: 8.32 / 8.32

Geometry as ORCA input:
```
! wB97M-V def2-TZVPD RIJCOSX def2/J DEFGRID3
* xyz 0 1
C 0.71470 0.62127 -0.88524
N -0.31998 1.58587 0.86230
O 0.54072 -0.75309 1.14807
O -1.55120 -0.47157 -0.12040
S 1.91300 1.49455 -1.21440
S -0.40283 0.07197 0.50200
H 0.43485 -2.23373 -0.23667
H -0.14874 -2.39743 -0.76259
H -1.18053 2.08216 0.70692
*
```



# 8
The following is a quantum chemistry calculation of a molecular structure, C13H31CaN2O8P2S4, from OMol25.

Calculated values
LUMO in eV: 2.05
Energy above the lowest of the compared OMol25 structures with the same formula, charge and spin in kcal per mole: 6.1
Calculated total energy in Ha: -4178.967708
HOMO level in eV: -5.7
Frontier orbital gap in eV: 7.71

Geometry as ORCA input:
```
! wB97M-V def2-TZVPD RIJCOSX def2/J DEFGRID3
* xyz -1 1
Ca -0.40489 0.35811 1.27457
C 2.70371 0.07233 -0.11259
C 2.58825 1.60712 -0.12106
N 1.24766 2.03404 0.24466
C 1.13866 3.24318 1.05392
C 1.82841 3.12394 2.41428
S 1.51051 1.58869 3.34470
C 2.99094 0.58611 2.98716
C 2.69165 -0.71996 2.25266
N 1.99932 -0.54548 0.99398
H 3.76740 -0.21236 -0.14535
H 2.23339 -0.30559 -1.02060
H 2.88789 1.97234 -1.11240
H 3.29581 2.03990 0.58558
H 0.62509 2.11138 -0.55305
H 0.07378 3.44293 1.20160
H 1.56039 4.12809 0.55111
H 1.46898 3.93601 3.04608
H 2.91181 3.23590 2.34598
H 3.45826 0.34198 3.94242
H 3.70069 1.20060 2.43498
H 2.04759 -1.33840 2.88255
H 3.64613 -1.25981 2.13107
H 1.51953 -1.40168 0.72961
C -2.38203 0.15303 -2.61933
C -1.29257 0.10704 -3.68322
S 0.37428 0.44477 -3.04778
C 1.31687 -0.93731 -3.74641
C 0.87668 -2.35314 -3.37265
S 0.81896 -2.65220 -1.58967
C -0.83636 -3.34255 -1.32763
C -2.01471 -2.55079 -1.87808
S -2.16463 -0.89491 -1.16467
H -2.44236 1.14585 -2.17258
H -3.34258 -0.05725 -3.09563
H -1.26047 -0.86757 -4.17000
H -1.53051 0.83952 -4.45630
H 1.34231 -0.84976 -4.83530
H 2.33599 -0.76346 -3.39224
H -0.10841 -2.56876 -3.78442
H 1.56865 -3.06005 -3.83544
H -0.86535 -4.36652 -1.70495
H -0.89627 -3.35715 -0.23800
H -1.97152 -2.46578 -2.96459
H -2.92270 -3.11304 -1.64787
O -3.66476 3.01704 -0.61976
P -2.63140 2.61162 0.56509
O -2.23287 3.80811 1.34123
O -1.54281 1.81599 -0.13593
O -3.54674 1.59107 1.39928
P -3.21676 0.70039 2.75392
O -3.39788 -0.79834 2.17697
O -4.23845 0.98623 3.76866
O -1.73838 0.89439 3.02785
H -4.21392 3.73667 -0.29318
H -2.54402 -1.21370 1.94188
C -0.62451 -2.98960 2.30237
O -0.63239 -1.86070 1.50799
H 0.31034 -3.57608 2.20138
H -1.44641 -3.68980 2.06062
H -0.73321 -2.76263 3.37652
*
```



Q: Look up the calculated total energy of the first one.
A: -1660.399436 Ha